Computed, not measured: a molecular structure, C47H35ClF9NP2Pt, with wB97M-V/def2-TZVPD.

Its total charge is +2. The largest force on an atom is 0.24 eV Å⁻¹. The total energy comes out at -109590.0462 eV.

Element x y z (Å)
Pt1 0.3619 0.8309 -0.4284
Cl1 -2.5842 1.9821 -0.6054
C1 -3.3362 0.5353 -1.2152
C2 -4.7093 0.4329 -1.0827
C3 -5.3597 -0.6905 -1.5704
C4 -4.6395 -1.6974 -2.1960
C5 -3.2641 -1.5878 -2.3208
C6 -2.5847 -0.4713 -1.8264
P1 -0.7828 -0.3959 -1.9886
C7 -0.2535 -2.0356 -2.5388
C8 -0.0803 -2.2721 -3.9053
C9 0.2529 -3.5404 -4.3564
C10 0.4106 -4.5833 -3.4558
C11 0.2298 -4.3582 -2.0978
C12 -0.0982 -3.0924 -1.6416
C13 -0.4161 0.7127 -3.3732
C14 0.9170 0.8321 -3.7825
C15 1.2407 1.6342 -4.8629
C16 0.2401 2.3314 -5.5323
C17 -1.0802 2.2278 -5.1192
C18 -1.4134 1.4165 -4.0422
H1 -5.2606 1.2288 -0.6011
H2 -6.4329 -0.7723 -1.4614
H3 -5.1456 -2.5692 -2.5876
H4 -2.7097 -2.3822 -2.8031
H5 -0.2153 -1.4767 -4.6248
H6 0.3840 -3.7116 -5.4163
H7 0.6708 -5.5716 -3.8106
H8 0.3468 -5.1695 -1.3913
H9 -0.2192 -2.9457 -0.5794
H10 1.6956 0.2699 -3.2777
H11 2.2687 1.7060 -5.1927
H12 0.4910 2.9501 -6.3839
H13 -1.8577 2.7655 -5.6451
H14 -2.4489 1.3232 -3.7401
C19 0.8312 4.2780 -2.5608
C20 1.9082 4.4755 -1.5573
C21 2.7094 5.5855 -1.5642
C22 3.6610 5.7659 -0.5568
C23 3.8589 4.8566 0.4915
C24 3.0891 3.7319 0.5830
C25 3.2899 2.7319 1.6630
C26 2.0689 3.5022 -0.4562
N1 1.3055 2.4838 -0.4375
H15 1.0197 4.8743 -3.4508
H16 -0.1211 4.6060 -2.1322
H17 0.7148 3.2285 -2.8271
H18 2.6061 6.3305 -2.3416
H19 4.2832 6.6532 -0.5890
H20 4.6333 5.0486 1.2222
H21 4.2822 2.8284 2.0984
H22 3.1409 1.7163 1.3031
H23 2.5563 2.9055 2.4548
F1 4.6260 -5.3514 2.0342
C27 3.4709 -5.5410 1.3853
F2 3.7681 -5.8726 0.1179
F3 2.8436 -6.5777 1.9449
C28 2.6275 -4.2869 1.4161
C29 3.0701 -3.1793 0.7026
C30 2.3084 -2.0263 0.6942
C31 1.1099 -1.9810 1.4061
C32 0.6821 -3.0866 2.1367
C33 1.4448 -4.2463 2.1375
P2 0.1342 -0.4732 1.3747
C34 -1.5801 -0.9161 1.7635
C35 -2.2528 -0.4005 2.8685
C36 -3.5774 -0.7479 3.1035
C37 -4.2220 -1.6232 2.2482
C38 -3.5465 -2.1847 1.1714
C39 -2.2359 -1.8272 0.9322
C40 -5.6746 -1.9840 2.4447
F4 -6.1750 -1.4691 3.5676
F5 -5.8376 -3.3122 2.4812
F6 -6.4081 -1.5197 1.4147
C41 0.7013 0.5533 2.7526
C42 1.6816 0.1135 3.6323
C43 2.0825 0.9267 4.6881
C44 1.4939 2.1659 4.8587
C45 0.5049 2.6131 3.9848
C46 0.1204 1.8147 2.9271
C47 1.9309 3.0900 5.9704
F7 0.8871 3.4781 6.7102
F8 2.8283 2.5207 6.7749
F9 2.4899 4.2000 5.4490
H24 3.9942 -3.2305 0.1417
H25 2.6272 -1.1696 0.1117
H26 -0.2478 -3.0561 2.6902
H27 1.1172 -5.1154 2.6909
H28 -1.7637 0.2704 3.5583
H29 -4.1006 -0.3375 3.9558
H30 -4.0453 -2.8929 0.5225
H31 -1.7252 -2.2762 0.0913
H32 2.1376 -0.8601 3.5100
H33 2.8476 0.5901 5.3738
H34 0.0480 3.5831 4.1352
H35 -0.6413 2.1668 2.2395